(1)
Entry from the OMol25 dataset: a molecular structure, C2H6N2P2 in a non-equilibrium geometry (ωB97M-V with the def2-TZVPD basis set).

Calculated values
relative energy (zero: lowest compared OMol25 entry of this formula, charge and spin): 0.6829 eV
E_HOMO: -8.370 eV
frontier orbital gap: 8.466 eV
charge: 0
electronic energy: -23726.5209 eV

Atoms and positions in Å:
P: 2.5184 0.1333 -0.0682
P: -0.5664 0.8170 0.6912
N: -1.7076 -0.3233 0.1095
N: -0.1359 1.5310 -0.8127
C: 0.9190 -0.2693 0.8007
C: 1.4390 -1.1155 -0.2532
H: -0.7284 1.1877 -1.5634
H: -1.2870 -1.1460 -0.3142
H: 1.1807 -2.0053 -0.7849
H: 0.9314 -0.7264 2.1445
H: -0.2126 2.5415 -0.7794
H: -2.3505 -0.6247 0.8301

=====

(2)
Entry from the OMol25 dataset: 2 unconnected molecules or ions with the total composition C3H4N2O in a non-equilibrium geometry (ωB97M-V with the def2-TZVPD basis set).

Calculated values
relative energy (zero: lowest compared OMol25 entry of this formula, charge and spin): 5.2932 eV
E_HOMO: -9.189 eV
frontier orbital gap: 9.853 eV
charge: 0
electronic energy: -8198.5923 eV

Atoms and positions in Å:
O: 0.0395 0.6036 1.4526
N: 1.3832 1.0292 0.8926
N: -1.4312 -1.0710 0.4552
C: 1.3896 0.6065 -0.3438
C: 0.1582 -0.0406 -0.7913
C: -0.5410 -0.0994 0.4748
H: -2.1922 -1.1133 1.1411
H: -0.3447 0.4753 -1.6191
H: 2.2855 0.8446 -0.9193
H: -0.7468 -1.2349 -0.7429

=====

(3)
Entry from the OMol25 dataset: a molecular structure, C44H61Br2F40O7P in a non-equilibrium geometry (ωB97M-V with the def2-TZVPD basis set).

Calculated values
E_HOMO: -8.135 eV
frontier orbital gap: 8.440 eV
charge: 0
electronic energy: -319019.7752 eV

Atoms and positions in Å:
Br: 0.8459 7.2549 -1.1120
Br: -0.7595 7.4631 1.7659
P: -2.2255 4.7825 1.5342
F: -6.8567 2.3233 10.5518
F: -4.5603 -8.3764 0.1172
F: -5.8279 6.0106 10.1781
F: 3.7882 8.3205 -3.8166
F: 7.8468 -4.8391 -8.6145
F: -3.5980 4.9883 8.9869
F: -4.1753 -10.4823 0.5816
F: -0.6121 -1.6032 -2.2031
F: 6.0002 -5.2990 -9.6670
F: 2.6973 -8.2961 -9.1249
F: 5.0126 -9.6437 -9.1656
F: 7.1042 3.1370 -3.0247
F: 4.9219 -2.7644 -2.7377
F: -8.7442 2.6256 11.5879
F: 4.7850 -5.6234 -7.0965
F: -1.1217 -4.2288 -2.8007
F: -5.9645 5.9175 8.0022
F: -4.6457 3.4543 10.1408
F: 2.9228 -2.6823 -1.8475
F: 7.5086 4.3511 -5.3793
F: -6.5509 2.5465 13.2291
F: -5.2065 -6.7711 -1.7308
F: -4.3637 -11.1671 -2.0023
F: 0.7174 -3.8909 -1.6904
F: 5.2899 3.9623 -3.9211
F: 4.3450 7.6559 -1.2023
F: 6.7651 6.2576 -4.5966
F: -4.3692 -5.7544 -3.4618
F: 4.2600 -4.9024 -4.2186
F: 4.8385 -8.2409 -7.4984
F: -2.7706 -9.7297 -1.5861
F: -2.5158 -7.1973 -0.8576
F: 5.6062 -3.6510 -7.5449
F: 3.7378 -6.3765 -9.3000
F: 3.0370 -3.1414 -4.6312
F: -3.1594 -5.1169 -1.0804
F: -5.7649 4.3424 12.2505
F: 4.1928 6.2522 -4.4078
F: 1.2006 -1.6756 -3.4275
F: 6.0296 7.4190 -2.5548
O: 4.9016 5.6315 -1.8161
O: 0.7836 -4.3932 -3.8673
O: -3.8960 -7.8710 -3.1814
O: 2.6940 1.7116 -0.0701
O: -4.0701 5.4846 3.9567
O: 6.9719 -6.8241 -8.3395
O: -7.9026 4.3061 10.4711
C: -4.7306 4.2460 9.0496
C: 6.4186 -7.7970 -9.1916
C: -6.8889 3.6527 12.5285
C: -3.5163 6.5856 4.6428
C: 0.1314 -3.7125 -2.8890
C: -4.1209 -6.6970 -2.5264
C: -7.3247 4.4741 9.1980
C: -3.3047 4.3090 4.0883
C: -1.8304 0.2504 1.6967
C: 5.9283 -4.9425 -7.3139
C: 0.6540 -2.0401 1.9955
C: 3.8269 -3.4996 -2.4331
C: 1.8986 -0.0940 3.0817
C: -3.1349 3.6326 2.7624
C: -1.5780 2.3656 0.3290
C: 2.0287 -4.9989 -3.5964
C: 6.1230 4.9460 -1.9393
C: 3.8320 -7.6979 -9.5616
C: -2.8796 -6.2541 -1.7561
C: -7.5852 3.2251 11.2368
C: 2.7129 1.1292 -1.3428
C: -3.4199 6.3931 6.1532
C: 3.2716 -4.1073 -3.7219
C: 1.7344 0.8458 1.9018
C: 0.8199 -1.1326 3.2084
C: 7.3319 5.0820 -4.2515
C: 3.8166 7.0416 -3.3754
C: 6.6767 -5.5054 -8.5204
C: -0.0186 5.6423 -0.3064
C: -1.2596 6.0963 0.4483
C: -2.3394 1.0485 0.4940
C: 4.8174 6.9219 -2.2298
C: 6.4354 4.2963 -3.2961
C: 1.0499 4.9687 0.5038
C: -5.9539 5.1625 9.1373
C: -0.0117 -2.2332 -3.2383
C: 5.0223 -8.3212 -8.8336
C: -2.4780 3.5963 0.1327
C: -4.6326 -9.0221 -2.8470
C: -0.3461 -1.6391 0.9285
C: 2.8718 0.7636 0.9584
C: -4.7533 -9.6427 -0.3104
C: -1.7089 -1.2432 1.4299
C: -4.1101 -9.8669 -1.6785
H: -4.0766 3.3218 2.3420
H: -0.2901 5.0748 -1.1626
H: 1.8656 0.5114 3.9665
H: 6.9612 5.5482 -1.5884
H: 3.7879 1.0064 1.4741
H: -3.9064 5.4923 6.4511
H: -0.8796 0.6115 2.0248
H: 0.0327 -0.8982 0.2544
H: -2.2554 0.4597 -0.3961
H: -5.6956 -8.8060 -2.7451
H: -7.5553 4.2765 13.1273
H: -2.3159 4.4902 4.4858
H: -4.1742 7.4068 4.4513
H: 6.5493 -5.0008 -6.4179
H: 3.9152 -7.8516 -10.6415
H: -3.5116 3.3119 0.1743
H: -0.4873 -2.5108 0.3190
H: -5.8256 -9.8561 -0.3478
H: -4.7779 3.6200 8.1528
H: -0.8734 2.2987 -0.4740
H: -0.9893 2.5488 1.2003
H: 2.0168 -5.5455 -2.6540
H: 6.4825 -7.5009 -10.2382
H: -3.8083 3.6184 4.7421
H: 2.1348 -5.7482 -4.3772
H: 0.3317 -2.9894 2.3772
H: -2.5527 6.8576 4.2404
H: -4.5383 -9.6604 -3.7221
H: -1.9489 6.5481 -0.2301
H: 7.0793 -8.6533 -9.0807
H: -0.6063 -2.1043 -4.1447
H: 0.8429 0.6762 1.3346
H: 4.1175 -4.2851 -1.7293
H: -3.2047 5.7723 1.7511
H: 0.6600 4.2685 1.2174
H: -2.3929 6.3850 6.4477
H: -2.0552 -6.0825 -2.4364
H: -2.5055 2.7811 2.9504
H: 3.6609 0.6554 -1.5248
H: 1.6826 4.4170 -0.1597
H: -8.0036 5.1529 8.6880
H: -2.4029 -1.4777 0.6434
H: -2.4948 0.3858 2.5277
H: 1.6998 1.8700 2.2180
H: -3.3556 1.2992 0.7023
H: 8.3103 5.2676 -3.7985
H: 1.6211 -2.2091 1.5525
H: 2.9501 -0.2227 0.5283
H: 1.1146 -1.7691 4.0227
H: -2.3105 4.0786 -0.8083
H: -1.1228 4.7501 2.4300
H: 1.6389 5.6776 1.0369
H: 2.8813 -0.5342 3.0659
H: -7.3372 3.5482 8.6237
H: 2.5548 1.8916 -2.0677
H: 1.9153 0.4087 -1.4546
H: 6.0295 4.1196 -1.2380
H: 2.8131 6.7501 -3.0371
H: -3.9056 7.2118 6.6458
H: -2.0143 -1.8595 2.2515
H: -0.0956 -0.6890 3.5307

=====

> The highest electronic energy belongs to which entry?

C3H4N2O